Formula: C33H34O19
Source: the Open Molecules 2025 dataset
Level of theory: ωB97M-V/def2-TZVPD

- Gap between HOMO and LUMO: 6.32 eV
- SMILES string: O=C1C=C(O)C(=O)C=C1O.O=C1C=C(O)C(=O)C=C1O.O=C1C=C(O)C(=O)C=C1O.O=C1C=C(O)C(=O)C=C1O.CC(C)=O.CC(C)=O.CC(C)=O
- Total charge: 0
- ΔE to the lowest compared entry with this formula, charge and spin: 62.7 kcal per mole
- Molecular weight: 734.616 g mol⁻¹
- Energy: -73654.844 eV
- E_HOMO: -8.63 eV

XYZ file:
```
86
Properties=species:S:1:pos:R:3:forces:R:3
H 2.0262 -4.9276 5.2293 1.053 0.027 0.236
C 5.5962 2.7614 -3.9897 2.122 5.792 -2.736
C 1.2002 -0.3696 0.7803 0.194 5.443 -2.890
O 0.7972 -1.4586 0.8123 -1.589 -5.105 0.918
C -0.4348 -1.1106 4.0243 -5.252 -2.523 -1.858
H 4.6092 5.9124 -2.3247 1.576 -2.608 -3.060
H 1.9042 -2.7646 -4.9077 -0.115 2.041 1.901
C 4.9652 3.6914 -3.0727 -2.204 4.003 3.126
C -4.2458 1.2344 2.5733 -1.493 0.863 6.542
C -0.8908 -3.6516 4.3953 2.041 0.643 0.666
C -3.3688 -6.1576 0.5053 -4.784 8.725 -1.169
H -5.4938 0.1394 4.3083 -0.401 -0.053 0.529
O 5.7262 6.9844 -4.5317 -0.127 -4.148 0.449
C -1.5718 3.0334 -2.4887 -1.472 0.591 0.422
H 2.4472 -2.5606 5.4533 -0.991 0.429 -0.547
H 2.6112 0.7234 2.0053 0.047 -1.052 -0.049
O -1.2098 -6.4506 1.3793 -1.352 0.895 -0.516
C 5.1052 5.1314 -3.2187 -2.813 -2.912 4.325
C -1.8128 -4.2326 0.7633 -3.156 4.367 -0.739
C 5.6992 5.7144 -4.3667 0.694 4.673 -1.167
H 0.9602 -2.7626 -1.3587 -5.474 1.309 3.742
O -1.4408 3.8894 -1.6257 0.921 -0.852 -0.717
H -2.3508 3.6534 0.4873 0.549 0.553 0.783
H -6.4398 -5.0806 -0.2987 -1.753 2.777 -0.766
C -4.5318 -5.1706 0.1713 2.053 -8.405 1.043
C -4.5018 1.6134 4.1173 0.765 -2.193 -8.455
H -0.3948 -3.0106 0.7793 1.206 9.153 -1.710
H 4.1512 2.0434 -2.0577 0.620 4.324 -0.166
H 3.2472 0.5604 0.3093 -2.291 -1.624 1.935
C -3.0238 2.5544 -2.7437 -0.169 -1.037 1.010
C 2.5652 -0.0186 1.1793 3.396 0.295 -1.681
O 5.5852 1.6144 -3.9017 -0.993 -6.492 1.522
C -3.4638 2.0784 1.7863 -0.015 -2.241 -2.586
H -2.5548 -2.2786 0.4963 -1.406 0.880 -0.392
O -0.9988 0.0484 3.4883 1.968 -0.534 0.897
H 7.6122 4.9374 -6.8437 0.333 -0.750 -0.342
C -0.4138 2.5334 -3.4037 -1.982 0.192 -0.865
H 2.5112 -3.3026 -1.2657 0.224 0.423 0.703
O -5.7858 -5.6656 -0.0487 3.845 -2.891 1.026
H 0.6952 -1.6716 -4.2727 -3.454 0.913 -0.194
C 0.9532 -1.0946 4.4573 2.495 -1.291 3.044
O 1.6762 -0.0906 4.5503 -1.671 -1.275 -0.978
H 2.2922 -1.0056 -4.4607 0.769 1.976 -1.661
O -5.2938 -3.0236 0.0873 -7.713 4.583 -1.212
O 7.0072 5.4934 -6.3697 -0.894 0.506 1.088
H -2.2658 -2.1806 3.6563 -2.081 0.218 -0.717
O -4.3168 3.2404 5.7753 1.793 -1.156 -5.010
C 6.3862 4.8554 -5.3727 1.001 -6.884 0.406
O -1.5758 -4.6266 4.3203 -0.486 -0.782 -0.050
H -0.5748 0.4124 0.1253 -9.977 -3.860 -1.302
C -1.3218 -2.3236 4.0373 5.072 5.098 0.305
H 0.4302 2.9424 -2.9487 1.715 0.467 0.572
C 1.4132 -2.4316 5.0503 -2.522 -4.353 -1.132
H -2.7298 4.6574 3.9213 -0.613 -1.287 -0.308
C -2.0918 -5.6966 0.9553 2.089 0.442 -0.041
C -4.4458 -3.7716 0.1793 9.440 0.132 1.828
C 1.6662 -3.0886 -1.9117 7.099 -0.215 -3.014
O 2.3522 -0.7976 -2.0707 -0.609 -4.049 -3.059
O -2.1968 4.0914 1.3783 -2.271 -2.432 0.870
C -3.1638 3.6774 3.5743 0.274 0.364 -0.489
H 1.7002 -3.9786 -2.4437 -1.388 -1.539 -1.295
C 0.5842 -3.7206 4.8953 3.513 2.814 -0.339
H 6.9292 2.4284 -5.5927 -0.417 1.995 -0.025
C 2.0652 -1.8766 -2.7227 -0.887 3.102 2.303
H -0.3968 1.4294 -3.3457 0.076 0.516 -0.376
H -3.1328 1.3384 -2.6167 0.130 3.238 -0.464
O 4.2142 3.1494 -1.9757 1.378 -2.615 -2.597
H 3.0182 -1.0736 1.2643 0.002 1.968 0.758
H -3.1048 2.8824 -3.7987 -0.764 -0.603 0.295
C 0.2932 0.6754 0.1313 9.448 5.173 1.637
H -4.6058 0.3964 1.9853 -0.372 -0.368 0.824
H -0.4468 2.9324 -4.4987 -0.335 -0.877 1.970
H 0.1332 1.5004 0.8453 0.608 0.133 0.478
H -3.7778 3.1744 -2.0427 1.851 -1.722 -1.670
H -3.3268 -7.1326 0.5163 -1.295 -5.215 -0.208
O 1.1142 -5.0216 4.9933 -2.327 2.991 0.039
C 1.6912 -1.8056 -4.2177 3.861 -3.867 0.612
O -0.4988 -3.8356 0.9483 -4.233 -9.957 1.435
C 6.4212 3.3244 -5.1037 -0.336 5.031 -0.846
C -2.9738 3.2864 2.2493 2.573 5.899 3.330
H 0.6432 1.3234 -0.7077 0.019 -1.317 0.196
C -3.0798 -3.2196 0.4353 7.185 -5.414 1.594
O -5.2978 0.9194 4.8553 -0.215 -0.981 0.368
O -3.1518 1.7874 0.6233 -0.256 -0.314 -0.276
H -0.3228 0.7974 3.4943 -0.878 -1.438 0.247
C -3.9768 2.8704 4.5763 -0.173 3.277 3.705
```
Positions in Å, forces in eV/Å.

Löwdin population analysis, charges in e, atoms 1 to 8: 0.092 -0.483 -0.550 0.089 -0.139 0.213 0.141 -0.151